Version 1
ORCA calculation (wB97M-V/def2-TZVPD) on 20 unconnected molecules or ions with the total composition H40O20.

The geometry in XYZ format:
```
60
Properties=species:S:1:pos:R:3:mulliken_charge:R:1
O -0.950 3.115 -4.392 -0.619
H -1.154 2.959 -5.222 0.261
H -0.526 2.384 -3.892 0.379
O 3.403 1.471 -1.323 -0.576
H 3.512 0.764 -1.916 0.272
H 3.300 1.353 -0.533 0.260
O -1.357 4.563 2.788 -0.589
H -2.292 4.601 2.669 0.305
H -1.245 3.831 3.303 0.271
O 0.213 -0.706 4.140 -0.653
H -0.731 -0.606 3.953 0.299
H 0.526 -1.512 3.614 0.326
O -3.634 0.374 -1.058 -0.590
H -2.791 0.394 -1.258 0.330
H -4.085 1.068 -1.448 0.360
O 1.020 0.108 -3.725 -0.555
H 1.383 0.457 -4.485 0.259
H 0.020 -0.035 -3.816 0.270
O 1.409 -1.255 -1.176 -0.307
H 2.278 -0.641 -1.271 -0.007
H 1.360 -1.854 -1.858 0.307
O -0.873 -4.649 -0.432 -0.714
H -0.255 -3.915 -0.164 0.527
H -1.517 -3.989 -0.715 0.277
O 1.225 -3.735 2.647 -0.650
H 1.333 -4.471 1.877 0.300
H 1.509 -2.875 2.181 0.316
O -2.329 3.148 -1.891 -0.530
H -2.292 3.735 -2.650 0.275
H -2.935 3.761 -1.407 0.284
O 1.858 -0.163 1.326 -0.303
H 2.478 0.527 1.102 0.077
H 1.409 0.211 2.052 0.347
O -4.545 1.974 0.936 -0.607
H -4.336 1.108 0.702 0.379
H -3.771 2.526 1.300 0.269
O -0.122 -2.398 0.840 -0.545
H 0.548 -1.710 0.459 0.231
H -0.925 -1.906 0.871 0.353
O 3.206 -2.662 -3.236 -0.539
H 3.467 -2.622 -4.125 0.263
H 3.476 -3.543 -2.839 0.296
O -1.980 2.387 4.797 -0.669
H -1.324 1.752 4.207 0.349
H -2.685 1.782 5.163 0.323
O 4.381 1.705 1.147 -0.620
H 3.851 2.504 1.209 0.319
H 4.556 1.372 1.939 0.282
O 1.279 -5.041 -1.828 -0.577
H 0.471 -5.509 -1.357 0.355
H 1.491 -5.201 -2.624 0.222
O -1.000 0.192 -1.872 -0.869
H -0.483 0.710 -1.123 0.284
H -0.172 -0.506 -1.846 0.440
O -2.038 -0.684 1.023 -0.727
H -1.386 -0.070 1.249 0.259
H -2.236 -0.614 0.116 0.340
O 0.714 2.077 1.741 -0.510
H 1.278 2.753 1.317 0.247
H -0.153 2.459 1.645 0.244
```

Calculated values
Highest occupied orbital energy   -10.145 eV
Net charge   0
Molecular weight   360.300 g mol⁻¹
Orbital gap   9.8 eV



Version 2
ORCA calculation (wB97M-V/def2-TZVPD) on 20 unconnected molecules or ions with the total composition H40O20.

The geometry in XYZ format:
```
60
Properties=species:S:1:pos:R:3:mulliken_charge:R:1
O 7.529 7.215 7.820 -0.562
H 7.260 6.414 8.217 0.339
H 8.422 7.003 7.644 0.365
O 16.277 7.737 7.704 -0.632
H 16.052 8.133 8.536 0.295
H 15.783 6.911 7.809 0.330
O 13.188 9.360 11.038 -0.750
H 12.273 9.618 10.913 0.369
H 13.317 8.639 10.415 0.315
O 9.200 6.934 10.750 -0.651
H 9.865 7.104 11.414 0.303
H 8.372 6.678 11.192 0.312
O 12.004 9.744 7.906 -0.520
H 12.588 10.523 8.097 0.254
H 11.124 10.170 7.667 0.361
O 12.745 5.735 7.102 -0.630
H 12.828 6.442 6.490 0.359
H 13.111 5.055 6.568 0.288
O 13.243 13.159 11.912 -0.701
H 13.837 13.905 11.825 0.311
H 13.772 12.390 11.448 0.368
O 11.810 14.238 9.596 -0.622
H 11.968 13.833 10.472 0.361
H 10.895 14.483 9.609 0.277
O 12.399 8.158 5.532 -0.666
H 12.434 8.752 6.344 0.431
H 13.129 8.465 5.032 0.290
O 8.834 12.930 9.487 -0.562
H 7.881 12.910 9.339 0.286
H 8.995 12.190 10.079 0.302
O 9.692 10.157 6.689 -0.473
H 9.854 10.342 5.747 0.214
H 8.811 10.073 6.830 0.246
O 10.173 10.281 3.765 -0.649
H 10.887 9.609 3.519 0.321
H 10.534 11.114 3.390 0.305
O 6.794 9.906 7.332 -0.656
H 7.154 10.555 7.907 0.334
H 7.164 9.105 7.758 0.398
O 13.145 12.173 8.174 -0.679
H 12.945 13.094 8.398 0.265
H 13.908 11.837 8.698 0.380
O 9.910 7.086 6.784 -0.673
H 10.747 7.275 7.155 0.142
H 9.742 7.645 6.007 0.374
O 14.062 6.465 9.439 -0.643
H 13.541 6.265 8.655 0.405
H 14.036 5.700 10.031 0.284
O 9.117 9.241 9.299 -0.528
H 9.453 8.685 8.569 0.065
H 9.050 8.488 9.961 0.428
O 8.006 8.192 4.986 -0.612
H 7.166 8.117 5.350 0.295
H 8.167 9.154 5.072 0.225
O 11.014 11.095 10.726 -0.665
H 11.510 11.561 9.991 0.378
H 10.257 10.620 10.321 0.278
O 14.834 11.180 10.122 -0.670
H 14.385 10.325 10.322 0.440
H 15.752 11.029 10.073 0.252
```

Calculated values
Highest occupied orbital energy   -10.727 eV
Net charge   0
Molecular weight   360.300 g mol⁻¹
Orbital gap   10.7 eV



Most stable: version 2. Least stable: version 1.



Version 1
ORCA calculation (wB97M-V/def2-TZVPD) on a single C2H4N4OS molecule.

The geometry in XYZ format:
```
12
Properties=species:S:1:pos:R:3:mulliken_charge:R:1
C -0.397 -0.020 0.194 0.460
C 1.329 -0.800 -0.995 0.042
H -2.671 1.046 1.733 0.377
H -0.523 -1.820 1.253 0.254
H 2.221 -0.755 -1.663 0.380
H 1.705 2.290 -0.465 0.163
N -1.486 0.689 0.459 -0.512
N -0.042 -1.279 0.533 0.128
N 0.986 -1.768 -0.270 -0.669
N 0.504 0.281 -0.850 -0.098
O -2.237 0.210 1.490 -0.399
S 0.609 1.925 -1.419 -0.126
```

Calculated values
Highest occupied orbital energy   -7.652 eV
Net charge   0
SMILES   O/N=c1\[nH]ncn1S
Molecular weight   132.148 g mol⁻¹
Orbital gap   8.1 eV



Version 2
ORCA calculation (wB97M-V/def2-TZVPD) on a single C2H4N4OS molecule.

The geometry in XYZ format:
```
12
Properties=species:S:1:pos:R:3:mulliken_charge:R:1
C 1.059 -0.259 -0.033 0.590
C -0.647 1.016 0.060 0.421
H 3.030 -0.181 -0.510 0.255
H 2.403 -1.743 -0.265 0.243
H -0.969 2.821 -0.229 0.283
H -3.005 -1.387 0.844 0.147
N 2.303 -0.772 -0.127 -0.405
N 0.739 0.983 -0.133 -0.570
N -1.471 1.956 -0.006 -0.632
N -1.074 -0.315 0.441 0.048
O 0.089 -1.142 0.247 -0.291
S -2.455 -0.977 -0.291 -0.090
```

Calculated values
Highest occupied orbital energy   -9.109 eV
Net charge   0
SMILES   [H]/N=c1\nc(N)on1S
Molecular weight   132.148 g mol⁻¹
Orbital gap   9.8 eV



Most stable: version 2. Least stable: version 1.



Version 1
ORCA calculation (wB97M-V/def2-TZVPD) on a molecular structure, C29H36BN8S5Ti.

The geometry in XYZ format:
```
80
Properties=species:S:1:pos:R:3:lowdin_spin:R:1
Ti 0.136 -0.883 -0.298 1.311
C 0.651 -4.236 -0.201 0.001
C 0.026 -4.409 1.180 0.009
C 1.175 -4.466 2.192 0.004
C -0.782 -5.705 1.200 0.005
N -0.871 -3.299 1.584 0.163
C -1.327 -3.204 2.875 0.053
C -2.054 -2.075 2.985 0.047
N -2.088 -1.440 1.777 0.140
B -2.542 0.013 1.760 0.016
N -2.883 0.567 0.335 0.000
C -4.144 0.364 -0.167 0.000
C -4.201 0.897 -1.402 0.001
N -2.951 1.425 -1.672 0.000
C -2.147 1.199 -0.600 0.002
S -0.470 1.611 -0.462 0.016
C -2.623 2.260 -2.872 0.000
C -2.312 3.681 -2.415 0.000
C -1.465 1.636 -3.642 0.000
C -3.844 2.298 -3.790 0.000
N -1.562 1.016 2.456 0.006
C -2.035 2.258 2.805 0.001
C -0.985 3.026 3.145 0.001
N 0.156 2.250 3.004 0.000
C -0.219 1.010 2.585 0.005
S 0.793 -0.339 2.270 0.003
C 1.500 2.889 3.160 0.000
C 1.572 4.036 2.148 0.000
C 2.678 1.958 2.901 0.000
C 1.593 3.415 4.592 0.000
C -1.334 -2.191 0.842 0.125
S -1.822 -2.281 -0.861 0.050
H 1.373 -5.048 -0.322 0.000
H 1.224 -3.307 -0.297 0.002
H -0.072 -4.277 -1.007 0.000
H 1.853 -5.277 1.921 0.001
H 0.830 -4.648 3.209 0.000
H 1.734 -3.530 2.175 0.000
H -0.139 -6.542 0.925 0.000
H -1.602 -5.644 0.484 0.000
H -1.198 -5.907 2.189 0.000
H -1.086 -3.930 3.628 0.005
H -2.523 -1.655 3.857 0.004
H -3.583 0.088 2.383 0.002
H -4.887 -0.168 0.395 0.000
H -5.009 0.924 -2.104 0.000
H -1.433 3.706 -1.777 0.000
H -3.159 4.101 -1.870 0.000
H -2.119 4.305 -3.288 0.000
H -0.556 1.575 -3.050 0.000
H -1.280 2.245 -4.528 0.000
H -1.711 0.623 -3.958 0.000
H -4.697 2.796 -3.327 0.000
H -4.136 1.300 -4.113 0.000
H -3.568 2.863 -4.680 0.000
H -3.085 2.484 2.775 0.000
H -0.948 4.045 3.474 0.000
H 1.428 3.655 1.137 0.000
H 2.555 4.504 2.207 0.000
H 0.824 4.805 2.336 0.000
H 2.680 1.548 1.895 0.000
H 2.712 1.125 3.599 0.000
H 3.573 2.570 3.038 0.000
H 0.818 4.148 4.815 0.000
H 2.561 3.896 4.737 0.000
H 1.505 2.592 5.303 0.000
S 0.528 -1.156 -2.725 0.011
C 2.230 -1.036 -3.010 0.004
C 2.744 -1.093 -4.312 0.001
C 4.102 -1.006 -4.563 0.000
C 4.566 -1.054 -5.926 0.000
N 4.921 -1.104 -7.019 0.000
C 5.000 -0.871 -3.492 0.004
C 4.502 -0.829 -2.198 -0.002
C 3.137 -0.905 -1.938 0.007
S 2.556 -0.811 -0.283 -0.004
C 6.417 -0.765 -3.711 0.001
N 7.551 -0.679 -3.886 0.002
H 2.056 -1.204 -5.140 0.000
H 5.193 -0.733 -1.370 0.000
```

Calculated values
Highest occupied orbital energy (alpha / beta)   -3.286 / -4.415 eV
Net charge   -1
Molecular weight   715.677 g mol⁻¹
Orbital gap (alpha / beta)   5.5 / 6.7 eV
Multiplicity   3



Version 2
ORCA calculation (wB97M-V/def2-TZVPD) on a molecular structure, C29H36BN8S5Ti.

The geometry in XYZ format:
```
80
Properties=species:S:1:pos:R:3:lowdin_spin:R:1
Ti 0.660 0.202 -0.430 1.683
C -1.666 5.588 0.227 0.000
C -2.725 4.558 -0.162 0.000
C -2.576 4.098 -1.612 0.000
C -4.102 5.203 -0.007 0.000
N -2.638 3.381 0.748 0.002
C -3.674 2.935 1.553 0.001
C -3.262 1.796 2.134 0.000
N -1.979 1.527 1.708 0.003
B -1.386 0.142 2.114 0.013
N 0.175 0.063 1.932 0.036
C 0.934 0.898 2.757 0.017
C 2.115 0.309 2.984 0.003
N 2.141 -0.902 2.313 0.041
C 0.964 -1.036 1.629 0.039
S 0.529 -2.238 0.502 0.044
C 3.262 -1.882 2.344 0.002
C 2.736 -3.199 2.918 0.001
C 3.868 -2.082 0.954 0.002
C 4.355 -1.343 3.262 0.000
N -2.157 -0.989 1.415 0.003
C -2.622 -2.097 2.086 0.002
C -3.132 -2.951 1.181 0.003
N -2.985 -2.364 -0.068 0.002
C -2.375 -1.160 0.090 0.008
S -1.901 -0.045 -1.110 0.026
C -3.295 -3.031 -1.364 0.000
C -1.992 -3.265 -2.129 0.000
C -4.278 -2.174 -2.161 0.000
C -3.951 -4.381 -1.084 0.000
C -1.596 2.504 0.852 0.004
S -0.059 2.668 0.127 0.011
H -1.787 6.480 -0.390 0.000
H -0.663 5.195 0.086 0.000
H -1.786 5.872 1.275 0.000
H -2.680 4.965 -2.267 0.000
H -3.357 3.377 -1.858 0.000
H -1.610 3.635 -1.792 0.000
H -4.152 6.047 -0.695 0.000
H -4.265 5.586 1.002 0.000
H -4.905 4.511 -0.265 0.000
H -4.606 3.454 1.651 0.000
H -3.774 1.142 2.818 0.000
H -1.610 0.011 3.299 0.002
H 0.553 1.846 3.088 0.002
H 2.957 0.677 3.537 0.000
H 1.936 -3.598 2.297 0.000
H 2.358 -3.049 3.932 0.000
H 3.546 -3.929 2.951 0.000
H 3.169 -2.558 0.272 0.000
H 4.751 -2.717 1.054 0.000
H 4.163 -1.124 0.526 0.000
H 3.995 -1.181 4.280 0.000
H 4.777 -0.416 2.872 0.000
H 5.153 -2.083 3.303 0.000
H -2.537 -2.182 3.154 0.000
H -3.582 -3.912 1.329 0.000
H -1.480 -2.329 -2.343 0.000
H -2.213 -3.768 -3.072 0.000
H -1.322 -3.897 -1.544 0.000
H -3.849 -1.206 -2.406 0.000
H -5.197 -2.020 -1.591 0.000
H -4.526 -2.694 -3.088 0.000
H -3.284 -5.055 -0.545 0.000
H -4.184 -4.843 -2.042 0.000
H -4.883 -4.272 -0.525 0.000
S 2.962 1.164 -0.261 0.005
C 3.743 0.652 -1.740 0.013
C 5.119 0.857 -1.873 -0.001
C 5.819 0.484 -3.010 0.004
C 7.234 0.712 -3.074 0.001
N 8.371 0.892 -3.104 0.002
C 5.122 -0.116 -4.073 0.002
C 3.757 -0.317 -3.956 0.001
C 3.038 0.051 -2.812 0.010
S 1.320 -0.245 -2.778 0.013
C 5.804 -0.522 -5.269 0.000
N 6.347 -0.857 -6.227 0.000
H 5.650 1.323 -1.053 0.000
H 3.220 -0.777 -4.775 0.000
```

Calculated values
Highest occupied orbital energy (alpha / beta)   -3.305 / -4.305 eV
Net charge   -1
Molecular weight   715.677 g mol⁻¹
Orbital gap (alpha / beta)   5.5 / 6.5 eV
Multiplicity   3



Most stable: version 2. Least stable: version 1.